A molecular structure, C9H9NO3S, computed with ωB97M-V/def2-TZVPD.

Summary:
energy	-1026.94230	Eh
E_LUMO	0.4	eV
HOMO	-9.67	eV
orbital gap	10.06	eV
energy above the lowest of the compared OMol25 structures with the same formula, charge and spin	129.11	kJ/mol
largest force on an atom	1.61	eV/A
molecular weight	211.24	g/mol

ORCA input file:
```
! RIJCOSX wB97M-V def2-TZVPD def2/J DEFGRID3
* xyz 0 1
S -0.961 1.831 -0.952
O -1.941 0.828 -1.735
O -0.677 2.943 -1.794
O 0.107 2.852 1.229
N -1.826 2.071 0.357
C 2.642 0.101 -1.403
C 1.574 0.972 -1.528
C -0.855 -0.423 0.997
C -1.091 2.647 1.312
C 0.445 0.760 -0.766
C 2.559 -0.958 -0.511
C 0.347 -0.270 0.156
C 1.428 -1.139 0.268
C -1.905 -1.146 0.652
H -1.677 2.894 2.211
H -1.957 -1.643 -0.303
H -2.752 -1.258 1.306
H -2.809 0.827 -1.319
H 3.533 0.243 -1.994
H 1.590 1.814 -2.201
H 3.387 -1.643 -0.416
H 1.373 -1.960 0.969
H -0.800 0.058 1.965
*
```

These are the Mulliken partial charges, in e, on atoms 1 to 2: 1.412 -0.474

=====

C3H5NO2 in the gas phase, computed with ωB97M-V/def2-TZVPD.

Summary:
energy	-322.45647	Eh
E_LUMO	0.4	eV
HOMO	-10.02	eV
orbital gap	10.44	eV
energy above the lowest of the compared OMol25 structures with the same formula, charge and spin	309.45	kJ/mol
largest force on an atom	3.09	eV/A
molecular weight	87.08	g/mol

ORCA input file:
```
! RIJCOSX wB97M-V def2-TZVPD def2/J DEFGRID3
* xyz 0 1
O -0.634 0.299 2.319
O 0.820 0.240 -1.124
N -1.264 -0.846 -0.823
C -0.307 -0.572 -1.588
C 0.590 0.812 0.137
C -0.027 -0.183 1.397
H -0.109 -0.859 -2.629
H 1.521 1.007 0.667
H 0.411 -1.209 1.474
H -0.927 -0.380 0.102
H -0.073 1.692 0.069
*
```

These are the Mulliken partial charges, in e, on atoms 1 to 2: -0.435 -0.329

=====

2 unconnected molecules or ions with the total composition C6H14N2O2, computed with ωB97M-V/def2-TZVPD.

Summary:
energy	-496.97280	Eh
E_LUMO	0.7	eV
HOMO	-9.13	eV
orbital gap	9.88	eV
energy above the lowest of the compared OMol25 structures with the same formula, charge and spin	222.46	kJ/mol
largest force on an atom	3.30	eV/A
molecular weight	146.19	g/mol

ORCA input file:
```
! RIJCOSX wB97M-V def2-TZVPD def2/J DEFGRID3
* xyz 0 1
O -0.643 -1.329 -2.459
O 0.241 0.166 1.700
N 0.045 2.164 0.696
N -0.023 -2.017 -0.427
C -1.272 2.077 0.007
C -2.400 -1.113 -0.688
C 2.250 1.466 1.681
C 0.799 1.197 1.328
C -0.977 -1.530 -1.307
C 1.299 -2.348 -0.990
H 2.688 2.348 1.224
H -2.540 -1.068 0.397
H 0.066 -2.264 0.574
H -2.178 1.880 0.689
H 0.610 2.947 0.346
H -3.249 -1.728 -1.162
H -1.402 3.044 -0.568
H 1.907 -1.438 -0.696
H 1.529 -2.373 -2.128
H -1.258 1.229 -0.774
H 2.414 1.398 2.847
H 2.843 0.568 1.428
H 1.866 -3.219 -0.549
H -2.615 -0.058 -1.171
*
```

These are the Mulliken partial charges, in e, on atoms 1 to 2: -0.643 -0.617

=====

2 unconnected molecules or ions with the total composition C2H6N2O3, computed with ωB97M-V/def2-TZVPD.

Summary:
energy	-414.97242	Eh
E_LUMO	0.7	eV
HOMO	-9.75	eV
orbital gap	10.44	eV
energy above the lowest of the compared OMol25 structures with the same formula, charge and spin	323.45	kJ/mol
largest force on an atom	4.58	eV/A
molecular weight	106.08	g/mol

ORCA input file:
```
! RIJCOSX wB97M-V def2-TZVPD def2/J DEFGRID3
* xyz 0 1
O 0.622 -2.052 0.011
O 2.558 -0.543 3.007
O -2.523 0.623 -2.199
N -1.619 1.569 -1.670
N -0.288 -0.319 -1.029
C -0.642 1.078 -1.031
C 0.510 -0.853 -0.113
H -0.640 -0.759 -1.879
H 2.161 -1.456 3.201
H 2.217 0.040 3.720
H 1.043 -0.180 0.537
H 0.000 1.758 -0.468
H -3.398 1.095 -2.087
*
```

These are the Mulliken partial charges, in e, on atoms 1 to 2: -0.570 -0.663

=====

C3H7NO2 in the gas phase, computed with ωB97M-V/def2-TZVPD.

Summary:
energy	-323.72590	Eh
E_LUMO	0.9	eV
HOMO	-9.04	eV
orbital gap	9.89	eV
energy above the lowest of the compared OMol25 structures with the same formula, charge and spin	144.57	kJ/mol
largest force on an atom	4.55	eV/A
molecular weight	89.09	g/mol

ORCA input file:
```
! RIJCOSX wB97M-V def2-TZVPD def2/J DEFGRID3
* xyz 0 1
O 1.193 -1.473 0.755
O 2.062 -0.011 -0.478
N -1.189 -1.129 0.031
C -0.312 0.016 -0.424
C 1.022 -0.575 0.033
C -0.536 1.391 0.335
H 0.418 1.998 0.200
H -0.733 -2.014 0.185
H -1.215 1.921 -0.307
H -0.390 0.171 -1.499
H -2.148 -1.231 -0.343
H 2.691 -0.406 0.165
H -0.863 1.341 1.347
*
```

These are the Mulliken partial charges, in e, on atoms 1 to 2: -0.567 -0.455

=====

2 unconnected molecules or ions with the total composition C3H3BrO2S, computed with ωB97M-V/def2-TZVPD.

Summary:
energy	-3238.56822	Eh
E_LUMO	-0.9	eV
HOMO	-9.65	eV
orbital gap	8.78	eV
energy above the lowest of the compared OMol25 structures with the same formula, charge and spin	357.16	kJ/mol
largest force on an atom	4.83	eV/A
molecular weight	183.03	g/mol

ORCA input file:
```
! RIJCOSX wB97M-V def2-TZVPD def2/J DEFGRID3
* xyz 0 1
Br 1.831 1.577 -2.039
S -1.184 -0.071 1.308
O -1.665 -1.289 0.778
O -2.001 0.526 2.340
C 0.952 0.328 -1.098
C 0.849 -0.957 -1.067
C -0.282 1.121 0.547
H 1.229 -1.633 -1.857
H -0.045 1.794 1.336
H 0.317 -1.395 -0.248
*
```

These are the Mulliken partial charges, in e, on atoms 1 to 2: 0.005 0.858

=====

A gas-phase ion, C7H10NO3 (charge -1), computed with ωB97M-V/def2-TZVPD.

Summary:
energy	-553.12821	Eh
E_LUMO	3.7	eV
HOMO	-2.23	eV
orbital gap	5.89	eV
energy above the lowest of the compared OMol25 structures with the same formula, charge and spin	353.09	kJ/mol
largest force on an atom	1.87	eV/A
molecular weight	156.16	g/mol

ORCA input file:
```
! RIJCOSX wB97M-V def2-TZVPD def2/J DEFGRID3
* xyz -1 1
O 0.307 -0.042 1.404
O -1.481 2.583 -1.101
O -1.771 0.119 2.135
N 1.170 -0.371 0.299
C -1.344 -2.223 -0.432
C -1.480 0.270 -0.237
C -1.508 1.462 -0.720
C -2.084 -0.963 -0.868
C 2.390 1.782 0.052
C 2.406 0.300 0.499
C -0.961 0.120 1.213
H -3.139 -1.036 -0.576
H -2.041 -0.864 -1.957
H 2.757 0.261 1.552
H -0.272 -2.042 -0.482
H 1.939 1.842 -0.936
H 3.132 -0.238 -0.124
H -1.603 -2.469 0.596
H 3.397 2.202 0.013
H 1.793 2.374 0.741
H -1.607 -3.069 -1.069
*
```

These are the Mulliken partial charges, in e, on atoms 1 to 2: -0.139 -0.532